# C17H16Cl2N2O4

An isolated molecule of C17H16Cl2N2O4 in a non-equilibrium geometry (the ωB97M-V functional and the def2-TZVPD basis, the OMol25 dataset).

Last column: Mulliken charge in e.
Positions of all 41 atoms, in Å:
O: -3.109 -1.691 -0.766  -0.61
C: -1.987 -1.937 -0.383  0.15
N: -1.076 -0.995 0.051  -0.07
C: -1.293 0.371 0.057  -0.46
C: -2.483 0.921 0.566  0.55
Cl: -3.610 -0.057 1.417  -0.19
C: -2.752 2.273 0.456  -0.71
C: -1.811 3.108 -0.126  0.03
Cl: -2.160 4.786 -0.316  -0.22
C: -0.580 2.617 -0.517  -0.78
C: -0.297 1.258 -0.405  0.87
C: 1.059 0.730 -0.745  0.67
O: 1.271 -0.445 -1.019  -0.78
N: 2.060 1.632 -0.700  -0.08
C: 3.436 1.280 -0.956  -1.18
C: 4.250 1.123 0.344  0.32
C: 3.829 -0.123 1.151  -0.50
C: 5.151 -0.854 1.396  -0.54
C: 5.992 -0.370 0.217  -0.47
O: 5.627 0.984 0.040  -0.47
C: -1.440 -3.297 -0.342  0.36
C: -2.034 -4.484 -0.693  -0.52
C: -1.070 -5.487 -0.468  -0.45
C: 0.036 -4.842 0.001  -0.40
O: -0.174 -3.525 0.082  -0.26
H: -0.097 -1.253 -0.094  0.34
H: -3.683 2.668 0.830  0.44
H: 0.134 3.299 -0.951  0.53
H: 1.887 2.553 -0.334  0.27
H: 3.901 2.058 -1.568  0.32
H: 3.440 0.340 -1.510  0.38
H: 4.148 2.044 0.934  0.31
H: 3.325 0.144 2.077  0.37
H: 3.157 -0.740 0.555  0.17
H: 5.041 -1.936 1.414  0.33
H: 5.603 -0.525 2.332  0.26
H: 7.067 -0.398 0.397  0.34
H: 5.762 -0.950 -0.688  0.26
H: -3.032 -4.601 -1.062  0.53
H: -1.182 -6.539 -0.631  0.45
H: 1.000 -5.205 0.301  0.46

Properties
multiplicity: 1
E_LUMO: 0.10 eV
total charge: 0
energy above the lowest of the compared OMol25 structures with the same formula, charge and spin: 5.4 kcal/mol
DFT total energy: -54104.1072 eV
frontier orbital gap: 8.73 eV
SMILES: O=C(Nc1c(Cl)cc(Cl)cc1C(=O)NC[C@H]1CCCO1)c1ccco1
largest force on an atom: 1.4 eV/Å
molar mass: 383.2 g/mol
HOMO energy: -8.6279 eV

***

# CH8N2

A cluster of 2 separate species, CH8N2 in total (the ωB97M-V functional and the def2-TZVPD basis, the OMol25 dataset).

Last column: Mulliken charge in e.
Positions of all 11 atoms, in Å:
C: -0.140 -3.127 1.447  -0.58
N: 0.479 -2.699 0.190  -0.51
H: -0.612 -2.263 1.896  0.26
H: 0.571 -3.587 2.140  0.22
H: -0.913 -3.867 1.248  0.20
H: 0.540 -1.695 0.137  0.21
H: 1.368 -3.114 -0.035  0.20
N: -0.564 5.044 -1.904  -0.65
H: -0.746 5.532 -1.036  0.22
H: 0.120 5.604 -2.416  0.22
H: -0.103 4.172 -1.666  0.22

Properties
multiplicity: 1
E_LUMO: 1.20 eV
total charge: 0
energy above the lowest of the compared OMol25 structures with the same formula, charge and spin: 2.5 kcal/mol
DFT total energy: -4146.6251 eV
frontier orbital gap: 10.24 eV
SMILES: CN.N
largest force on an atom: 0.7 eV/Å
molar mass: 48.1 g/mol
HOMO energy: -9.0407 eV

***

# C41H48N4O6P2ReSTe

A structure of composition C41H48N4O6P2ReSTe (the ωB97M-V functional and the def2-TZVPD basis, the OMol25 dataset).

Last column: Löwdin spin population.
Positions of all 104 atoms, in Å:
Re: 0.508 -1.091 -0.589  0.81
N: -1.033 -0.148 -1.920  0.00
C: -0.421 0.872 -2.786  0.00
C: -1.371 1.898 -3.389  0.00
C: -2.409 2.524 -2.466  0.00
C: -1.816 3.408 -1.383  0.00
N: -2.832 4.275 -0.788  0.00
C: -3.300 4.208 0.459  0.00
N: -3.169 3.118 1.193  0.00
N: -3.957 5.262 0.957  0.00
C: 0.764 1.447 -2.016  0.01
O: 1.201 2.548 -2.118  0.01
O: 1.334 0.506 -1.201  0.08
H: -1.541 -0.842 -2.462  0.00
H: -1.705 0.263 -1.266  0.00
H: 0.060 0.337 -3.612  0.00
H: -1.900 1.416 -4.213  0.00
H: -0.752 2.682 -3.831  0.00
H: -3.053 1.764 -2.011  0.00
H: -3.067 3.128 -3.094  0.00
H: -1.033 4.046 -1.799  0.00
H: -1.338 2.837 -0.585  0.00
H: -3.131 5.065 -1.336  0.00
H: -2.772 2.253 0.840  0.00
H: -3.332 3.174 2.187  0.00
H: -3.878 6.165 0.524  0.00
H: -4.308 5.234 1.901  0.00
O: -1.862 -1.178 2.512  0.01
S: -1.385 -0.594 1.315  0.01
O: -2.267 0.354 0.644  0.00
O: -1.106 -1.742 0.181  0.04
O: 0.016 -0.071 1.350  0.00
C: 2.421 -4.416 -0.694  0.00
C: 3.170 -3.422 0.202  0.00
P: 2.180 -2.077 0.950  0.00
C: 3.410 -0.942 1.619  0.00
C: 4.516 -1.471 2.294  0.00
C: 5.477 -0.623 2.817  0.00
C: 5.342 0.753 2.673  0.00
C: 4.246 1.280 2.009  0.00
C: 3.280 0.435 1.479  0.00
C: 1.270 -2.804 2.339  0.00
C: 0.302 -3.785 2.117  0.00
C: -0.395 -4.332 3.180  0.00
C: -0.144 -3.894 4.473  0.00
C: 0.800 -2.904 4.699  0.00
C: 1.506 -2.355 3.638  0.00
C: 2.167 -3.934 -2.126  0.00
P: 0.939 -2.606 -2.444  0.02
C: -0.626 -3.438 -2.811  0.00
C: -0.960 -4.597 -2.113  0.00
C: -2.206 -5.183 -2.283  0.00
C: -3.129 -4.617 -3.149  0.00
C: -2.802 -3.466 -3.855  0.00
C: -1.559 -2.876 -3.686  0.00
C: 1.554 -1.854 -3.973  0.01
C: 1.225 -2.395 -5.216  0.00
C: 1.788 -1.868 -6.370  0.00
C: 2.685 -0.813 -6.291  0.00
C: 3.036 -0.288 -5.054  0.00
C: 2.476 -0.807 -3.897  0.00
H: 1.502 -4.754 -0.215  0.00
H: 3.045 -5.308 -0.778  0.00
H: 3.977 -2.940 -0.360  0.00
H: 3.641 -3.960 1.027  0.00
H: 4.624 -2.540 2.429  0.00
H: 6.328 -1.035 3.342  0.00
H: 6.096 1.412 3.082  0.00
H: 4.134 2.350 1.901  0.00
H: 2.431 0.857 0.960  0.00
H: 0.057 -4.109 1.113  0.00
H: -1.143 -5.092 2.999  0.00
H: -0.693 -4.318 5.303  0.00
H: 0.989 -2.553 5.704  0.00
H: 2.233 -1.577 3.826  0.00
H: 1.855 -4.771 -2.755  0.00
H: 3.102 -3.563 -2.555  0.00
H: -0.248 -5.061 -1.441  0.00
H: -2.453 -6.087 -1.743  0.00
H: -4.097 -5.078 -3.285  0.00
H: -3.511 -3.038 -4.552  0.00
H: -1.300 -2.005 -4.280  0.00
H: 0.539 -3.229 -5.291  0.00
H: 1.529 -2.291 -7.332  0.00
H: 3.121 -0.406 -7.193  0.00
H: 3.749 0.523 -4.988  0.00
H: 2.769 -0.395 -2.939  0.00
C: -0.078 5.166 2.702  0.00
Te: 0.519 3.219 2.034  0.00
C: -0.744 2.511 3.608  0.00
C: -1.637 3.669 3.978  0.00
C: -2.794 3.466 4.730  0.00
C: -3.618 4.534 5.060  0.00
C: -3.278 5.820 4.653  0.00
C: -2.130 6.024 3.901  0.00
C: -1.312 4.955 3.545  0.00
H: -0.277 5.807 1.845  0.00
H: 0.728 5.617 3.280  0.00
H: -0.136 2.186 4.452  0.00
H: -1.319 1.653 3.264  0.00
H: -3.042 2.467 5.070  0.00
H: -4.508 4.367 5.652  0.00
H: -3.900 6.660 4.934  0.00
H: -1.861 7.027 3.590  0.00

Properties
multiplicity: 2
E_LUMO (spin up / spin down): -6.69 / -6.44 eV
total charge: +2
⟨S²⟩: 0.75
energy above the lowest of the compared OMol25 structures with the same formula, charge and spin: 10.3 kcal/mol
DFT total energy: -100368.8701 eV
frontier orbital gap (spin up / spin down): 5.35 / 5.59 eV
largest force on an atom: 0.6 eV/Å
molar mass: 1100.7 g/mol
HOMO energy (spin up / spin down): -12.0351 / -12.0351 eV